This record from the OMol25 dataset describes an isolated ion of composition C4H10N4O3 and charge +2 in a non-equilibrium geometry. The level of theory is ωB97M-V/def2-TZVPD.

Frontier orbital gap (Eh): 0.35836
ΔE to the lowest compared entry with this formula, charge and spin (eV): 2.831
SMILES: N[C@H]1C(=[NH2+])N(O)[C@]1(O)/[NH+]=C\O

Structure (ORCA input):
```
! RIJCOSX wB97M-V def2-TZVPD def2/J DEFGRID3
* xyz 2 1
N -0.5932 -2.1157 0.7801
C -0.3052 -0.9435 0.0500
C -1.3994 -0.0651 -0.5013
N -2.4568 -0.3219 -1.2361
N -0.9260 0.9657 0.1516
O -1.0412 2.2733 -0.0696
C 0.2615 0.3855 0.7353
O 0.3139 0.6070 2.0639
N 1.4084 1.0619 0.0854
C 2.4543 0.6459 -0.5957
O 2.5833 -0.5067 -1.0616
H -0.2495 -3.0424 0.2651
H -1.4045 -2.1827 1.3569
H 0.4043 -1.2510 -0.7086
H -2.8241 -1.3273 -1.2389
H -3.2127 0.3504 -1.6338
H -1.1047 2.6465 0.7820
H 0.1659 -0.0748 2.7139
H 1.5184 1.9252 0.6218
H 3.2362 1.5122 -0.6988
H 3.1709 -0.5426 -1.8615
*
```



This record from the OMol25 dataset describes an isolated ion of composition C4H10N4O3 and charge +2 in a non-equilibrium geometry. The level of theory is ωB97M-V/def2-TZVPD.

Frontier orbital gap (Eh): 0.38595
ΔE to the lowest compared entry with this formula, charge and spin (eV): 0.000
SMILES: N[C@H](C(=[NH2+])O)C(=[NH2+])N=C(O)O

Structure (ORCA input):
```
! RIJCOSX wB97M-V def2-TZVPD def2/J DEFGRID3
* xyz 2 1
N -1.9604 -0.8527 -1.2174
C -1.3439 -0.6014 0.0255
C -1.5739 0.8245 0.4841
N -1.2517 1.7451 -0.3708
O -1.9601 1.0896 1.6663
C 0.1851 -0.8253 -0.0265
N 0.3849 -2.1340 -0.0021
N 1.0423 0.0957 -0.0635
C 2.2929 0.4113 0.1007
O 2.9370 1.0671 -0.7959
O 2.8267 0.1983 1.2817
H -2.5535 -1.6642 -1.0691
H -1.4053 -1.1890 -2.0651
H -1.8141 -1.1280 0.8743
H -1.4345 2.6372 0.0703
H -1.0134 1.6309 -1.3609
H -2.0136 2.0138 2.0141
H 1.3722 -2.3643 -0.1146
H -0.2913 -2.8291 -0.3096
H 3.7514 1.4818 -0.4993
H 3.8232 0.3925 1.3779
*
```



This record from the OMol25 dataset describes an isolated ion of composition C4H10N5 and charge +1 in a non-equilibrium geometry. The level of theory is ωB97M-V/def2-TZVPD.

Frontier orbital gap (Eh): 0.33843
ΔE to the lowest compared entry with this formula, charge and spin (eV): 4.708
SMILES: CNCn1nnc[n+]1C

Structure (ORCA input):
```
! RIJCOSX wB97M-V def2-TZVPD def2/J DEFGRID3
* xyz 1 1
C -2.1925 -1.0066 -1.9111
N -1.5192 0.1790 -1.3295
C -0.6204 -0.2122 -0.2798
N 0.4687 0.8030 -0.0650
N 0.7210 1.8679 -0.7366
N 1.7936 2.3795 -0.1545
C 2.1940 1.5878 0.8535
N 1.3036 0.5453 0.9164
C 1.3505 -0.5701 1.8691
H -3.0900 -1.2258 -1.2893
H -2.4770 -0.8441 -2.9672
H -1.5734 -1.9219 -1.8888
H -2.2159 0.8416 -0.9994
H -0.0890 -1.1394 -0.5798
H -1.1534 -0.4226 0.6748
H 3.0627 1.7301 1.5024
H 1.0888 -1.5386 1.4004
H 2.3513 -0.6586 2.3260
H 0.5967 -0.3941 2.6583
*
```



This record from the OMol25 dataset describes an isolated ion of composition C4H10NO and charge -1 in a non-equilibrium geometry. The level of theory is ωB97M-V/def2-TZVPD.

Frontier orbital gap (Eh): 0.24318
ΔE to the lowest compared entry with this formula, charge and spin (eV): 1.887
SMILES: CN[C@@H](C)C[O-]

Structure (ORCA input):
```
! RIJCOSX wB97M-V def2-TZVPD def2/J DEFGRID3
* xyz -1 1
C -0.4157 0.5993 -1.9911
N -0.4960 -0.2935 -0.7712
C 0.4397 0.0428 0.3466
C -0.4207 0.9029 1.3778
C 0.8092 -1.3586 1.0467
O 1.7006 -1.4101 1.9869
H -0.7477 1.5636 -1.7530
H -1.3015 0.2892 -2.8072
H 0.5901 0.6520 -2.4400
H -0.0092 -1.3083 -0.9790
H 1.2980 0.6065 -0.0016
H -0.0590 1.5406 2.1699
H -0.9465 1.6265 0.7369
H -1.1708 0.2068 1.7384
H -0.3490 -1.7717 1.3039
H 1.0784 -1.8880 0.0361
*
```



This record from the OMol25 dataset describes a 2-piece molecular cluster, C4H10NO overall in a non-equilibrium geometry. The level of theory is ωB97M-V/def2-TZVPD.

Frontier orbital gap (alpha / beta) (Eh): 0.28157 / 0.33156
ΔE to the lowest compared entry with this formula, charge and spin (eV): 6.574

Structure (ORCA input):
```
! RIJCOSX wB97M-V def2-TZVPD def2/J DEFGRID3
* xyz 1 1
C -0.6985 -1.3366 -0.9608
C -0.3367 -1.5933 0.3904
C -0.2578 2.1924 -0.6196
C 0.2235 -0.2670 2.2108
N 0.7686 -1.3779 -0.5940
O -0.6206 -0.8664 1.4571
H -0.8869 -2.1914 -1.7579
H -0.9200 -0.4023 -1.4353
H 0.3804 3.0385 -0.8707
H -0.8569 2.5370 0.2693
H -0.9325 1.7993 -1.5011
H -0.1317 0.2200 3.0650
H 1.2602 -0.0960 2.0924
H 0.2562 1.2547 -0.3326
H 1.2875 -2.2502 -0.9777
H 1.4651 -0.6607 -0.4352
*
```



This record from the OMol25 dataset describes a 2-piece molecular cluster, C4H10NO overall in a non-equilibrium geometry. The level of theory is ωB97M-V/def2-TZVPD.

Frontier orbital gap (alpha / beta) (Eh): 0.26598 / 0.20658
ΔE to the lowest compared entry with this formula, charge and spin (eV): 7.761

Structure (ORCA input):
```
! RIJCOSX wB97M-V def2-TZVPD def2/J DEFGRID3
* xyz 1 1
C -1.5885 -0.3689 0.0879
C -1.6628 1.0904 0.1652
C -2.3647 -1.5963 -0.1850
C 2.9483 0.7703 -0.1799
N 2.1180 -0.1725 0.4147
O 1.1205 -0.6419 -0.1554
H -0.5789 1.3543 0.1784
H -2.2921 1.5271 1.0636
H -2.1135 1.5576 -0.8072
H -3.0061 -1.3120 -1.0216
H -2.9456 -2.0766 0.6396
H -1.7543 -2.5054 -0.4903
H 2.5505 0.9005 -1.1985
H 3.2122 1.7555 0.4756
H 3.9837 0.2854 -0.3227
H 2.3733 -0.5675 1.3356
*
```



Which value of ΔE to the lowest compared entry with this formula, charge and spin does entry 5 give?
6.574 eV



Which of these has the highest ΔE to the lowest compared entry with this formula, charge and spin?
number 6



Look up the ΔE to the lowest compared entry with this formula, charge and spin of the fifth one.
6.574 eV



What did the fifth record say?
This record from the OMol25 dataset describes a 2-piece molecular cluster, C4H10NO overall in a non-equilibrium geometry. The level of theory is ωB97M-V/def2-TZVPD.

Frontier orbital gap (alpha / beta) (Eh): 0.28157 / 0.33156
ΔE to the lowest compared entry with this formula, charge and spin (eV): 6.574

Structure (ORCA input):
```
! RIJCOSX wB97M-V def2-TZVPD def2/J DEFGRID3
* xyz 1 1
C -0.6985 -1.3366 -0.9608
C -0.3367 -1.5933 0.3904
C -0.2578 2.1924 -0.6196
C 0.2235 -0.2670 2.2108
N 0.7686 -1.3779 -0.5940
O -0.6206 -0.8664 1.4571
H -0.8869 -2.1914 -1.7579
H -0.9200 -0.4023 -1.4353
H 0.3804 3.0385 -0.8707
H -0.8569 2.5370 0.2693
H -0.9325 1.7993 -1.5011
H -0.1317 0.2200 3.0650
H 1.2602 -0.0960 2.0924
H 0.2562 1.2547 -0.3326
H 1.2875 -2.2502 -0.9777
H 1.4651 -0.6607 -0.4352
*
```